The following is a DFT calculation (ωB97M-V with the def2-TZVPD basis set) of a cluster of 9 separate species, C37H86F9N7O7PS in total at a distorted geometry.

Values from the calculation:
Total charge: +5
E (eV): -109063.80351

```
148
Properties=species:S:1:pos:R:3:forces:R:3
C 2.381298 -0.170405 3.577026 1.1287 -0.0547 0.6395
C 2.829517 -1.550860 3.961202 -1.2453 1.1091 1.0193
O 2.160582 -2.401052 4.429887 0.2372 -0.4215 -0.3387
N 4.336932 -1.872348 3.900115 -0.4493 0.7580 -0.2241
H 4.230214 -2.734063 3.359971 1.0530 -0.3300 0.4713
H 4.837036 -1.168865 3.357158 0.0026 -0.1576 -0.1476
C 5.019847 -1.980740 5.269568 -0.0931 -0.6910 -0.5872
H 2.708513 0.475753 4.404787 -0.0069 -0.0430 0.0944
H 1.299535 -0.087472 3.568417 0.0062 -0.0881 -0.4832
H 2.932189 0.221698 2.721473 -0.4907 -0.0327 -0.3263
H 5.271773 -0.986329 5.625052 -0.2930 0.0744 -0.0309
H 5.937652 -2.537940 5.099534 -0.0336 -0.0954 0.2082
H 4.324606 -2.518395 5.906807 0.1653 0.0439 0.1984
C 1.116136 -4.117020 0.364322 1.9563 0.6476 -0.0195
C 0.568649 -4.926401 -0.755996 -1.2567 -0.8744 1.3496
O -0.575322 -4.990243 -1.025846 -0.2043 0.2169 -0.7191
N 1.464203 -5.976076 -1.412492 0.6090 1.3034 -0.9471
H 2.422453 -5.818992 -1.112408 0.0180 -0.4495 0.3385
H 1.178183 -6.930264 -1.175013 -0.1830 0.1080 0.1205
C 1.505967 -5.792411 -2.953261 0.0140 -1.1989 0.2514
H 1.179970 -4.677942 1.300959 -0.5528 -0.2373 -0.1174
H 0.600489 -3.170307 0.506973 -0.5009 -0.2619 -0.0741
H 2.167389 -3.839972 0.191662 -0.1327 -0.1017 -0.2425
H 1.226846 -6.759132 -3.366315 0.0138 0.0968 -0.1753
H 2.545217 -5.603415 -3.194507 -0.0883 0.2351 -0.2355
H 0.805495 -5.048390 -3.315018 0.0289 0.1846 0.3465
C 3.618982 -0.155040 -0.998746 -0.8561 0.5527 -0.5966
C 3.813937 -1.565911 -1.437743 -0.8142 0.6807 0.3492
O 2.924481 -2.269149 -1.796077 1.0534 -0.4826 0.0686
N 5.236690 -2.140986 -1.321431 -0.8936 0.4655 -1.1286
H 5.860289 -1.375611 -1.056448 0.2068 -0.2192 0.0526
H 5.204008 -2.856094 -0.595297 0.3854 -0.0554 -0.0061
C 5.647636 -2.762720 -2.655852 -0.3936 -1.0298 0.3620
H 3.290247 -0.110174 0.045499 0.3221 -0.0157 0.0763
H 2.713855 0.173394 -1.517772 -0.0523 -0.0905 0.0855
H 4.347222 0.613605 -1.255885 0.5409 -0.4436 0.2811
H 5.011786 -3.635275 -2.804852 0.1543 -0.1219 0.3319
H 6.676546 -3.080623 -2.523128 0.1255 0.2124 -0.5152
H 5.394910 -2.152440 -3.519646 0.5820 0.6606 0.3406
C -4.672799 5.407221 2.511677 0.0068 -0.0895 -0.2978
C -4.085561 4.118658 2.034119 0.0512 0.1013 0.8999
O -4.180692 3.082013 2.594007 0.2976 -0.3965 -0.2169
N -3.380142 4.115523 0.694932 -1.2703 0.2706 -1.2475
H -3.636722 4.975289 0.205721 0.5421 0.2770 0.2568
H -2.355447 3.979437 0.721758 0.0613 0.0278 0.3476
C -3.933108 3.025649 -0.216379 0.1383 -0.3579 0.7259
H -3.979472 6.243856 2.601368 0.2148 -0.1500 -0.1656
H -5.095087 5.187460 3.487179 -0.1860 0.1414 -0.0409
H -5.452582 5.702915 1.802199 -0.0989 0.0728 0.1432
H -3.528056 3.211997 -1.203852 -0.0242 -0.3354 -0.0658
H -5.020258 3.017082 -0.218859 -0.0003 0.4191 -0.0950
H -3.628896 2.093017 0.245931 0.1921 -0.1158 -0.4344
C -5.307295 -7.927308 -0.313705 0.2727 0.3113 -1.0360
C -4.741250 -6.696104 0.384322 0.1660 0.3698 0.2901
C -5.464954 -5.392047 0.000922 0.5538 -1.1111 0.5913
N -4.972146 -4.178944 0.768708 0.3339 -0.4789 -0.9492
C -5.373323 -4.284073 2.229714 0.8149 -0.0395 -1.1432
C -5.490434 -2.918783 0.105940 -1.5369 0.4487 1.0086
C -4.555658 -1.847642 0.618122 -0.6327 0.0857 -0.8630
C -3.219017 -2.515681 0.318617 0.3562 1.1136 1.8586
C -3.465596 -3.995593 0.647595 0.5502 0.3353 -0.4053
H -4.911731 -8.803904 0.190719 -0.5407 -0.2164 0.0321
H -5.008700 -8.016794 -1.363904 0.3776 0.2192 0.1138
H -6.391365 -7.885777 -0.424392 -0.0730 -0.3306 0.7411
H -3.666082 -6.592046 0.213446 -0.0246 -0.1584 -0.2288
H -4.820324 -6.884219 1.457796 -0.2037 0.1790 0.0182
H -6.509405 -5.571681 0.250379 -0.1791 0.5571 -0.2268
H -5.325893 -5.188693 -1.057635 -0.1747 0.1134 -0.0370
H -4.892993 -5.172830 2.627344 -0.2215 -0.1115 0.0197
H -6.454193 -4.364161 2.238900 -0.0314 0.2783 0.4400
H -4.904445 -3.433253 2.709809 -0.6343 0.1732 0.3393
H -6.516942 -2.755709 0.442559 -0.0031 -0.1477 -0.0517
H -5.542434 -3.037256 -0.974526 0.4727 -0.0443 -0.0116
H -4.791479 -1.661217 1.665527 0.4297 -0.0702 0.1082
H -4.716234 -0.902077 0.101543 0.0985 -0.1258 -0.2021
H -2.496018 -2.137836 1.049904 0.1833 -0.0773 -0.1998
H -2.856542 -2.177161 -0.650277 -0.2130 -0.7747 -0.3296
H -3.010642 -4.231992 1.607003 -0.1158 -0.1950 -0.0114
H -3.015788 -4.631115 -0.109712 -0.4525 -0.2618 -0.0083
C -1.085221 4.476009 -3.802828 0.3030 0.1682 -0.9385
C -0.238949 3.205104 -3.730961 1.2789 0.2542 -0.0617
C -0.772717 2.017083 -4.526702 0.4274 0.3011 0.9753
N 0.000327 0.730127 -4.246233 -0.9142 -0.9846 0.5822
C 1.451967 0.820918 -4.538424 -0.7056 0.8832 -1.2572
C -0.201184 0.297638 -2.796514 -0.5194 -0.1769 -0.2809
C -0.384551 -1.226144 -2.769732 0.6689 0.2395 -0.2406
C -0.432939 -1.666238 -4.257379 -0.4661 -0.2678 1.5939
C -0.694630 -0.387324 -5.025276 0.7172 -0.5646 -0.6069
H -1.685231 4.442253 -4.716714 -0.7766 -0.0732 0.5899
H -0.488921 5.362819 -4.028330 0.3538 -0.1606 0.4000
H -1.586844 4.666409 -2.859571 -0.6192 -0.0649 -0.3267
H -0.080530 2.931932 -2.682966 -0.1151 -0.1398 -0.0274
H 0.751080 3.486085 -4.109070 0.0068 -0.2074 -0.0213
H -0.726534 2.174220 -5.601519 -0.2453 0.0459 -0.0373
H -1.766889 1.790606 -4.152083 -0.2983 -0.0009 -0.5914
H 1.520786 1.121384 -5.586865 0.2163 -0.2186 -0.0281
H 1.954242 -0.132251 -4.408819 -0.0308 -0.0113 0.2947
H 1.842268 1.669130 -3.982314 0.2708 -0.3760 0.3463
H 0.682314 0.586059 -2.237165 -0.3324 0.5162 0.2683
H -1.129794 0.785574 -2.510248 0.2337 0.1172 0.5505
H 0.456630 -1.680667 -2.241183 -0.0107 -0.0763 -0.0371
H -1.290536 -1.555018 -2.266773 -0.1054 0.4707 0.0959
H 0.473827 -2.223946 -4.484683 -0.0434 0.1470 -0.5375
H -1.297798 -2.325876 -4.225487 0.0961 -0.1666 -1.0776
H -0.279487 -0.414625 -6.031992 -0.0630 0.1607 -0.0337
H -1.767082 -0.212428 -5.098676 0.0463 0.4163 0.2628
C 3.662179 5.249337 5.920881 -0.3013 -0.0187 0.6159
C 3.453962 4.484386 4.618697 0.8293 0.2294 0.2348
C 4.341717 5.041368 3.507286 -0.4867 0.3613 -0.2423
N 3.912908 4.551981 2.126654 0.1433 -0.1065 -0.6176
C 4.007576 3.062922 2.093501 -0.8214 0.5192 -0.0513
C 4.798328 5.166276 1.035250 0.1708 -0.4863 0.7327
C 4.269978 6.582297 0.952229 1.3892 0.0430 0.0944
C 2.765436 6.332946 0.935494 -0.1571 1.3415 0.4730
C 2.527814 5.031569 1.703920 0.1395 -0.1610 -0.4706
H 3.023970 4.784359 6.674798 0.1406 0.0261 0.0858
H 3.364223 6.298073 5.910106 0.0314 -0.0006 -0.3862
H 4.686300 5.202987 6.291210 0.0374 -0.0588 -0.1254
H 2.401989 4.529167 4.348016 -0.0350 -0.0962 -0.0662
H 3.725379 3.448899 4.839382 -0.1696 -0.1142 -0.2401
H 5.405492 4.815783 3.592895 -0.0791 -0.3691 0.1686
H 4.309125 6.130265 3.513177 -0.3292 -0.0367 -0.1383
H 3.094571 2.688399 2.555422 0.1115 -0.1985 0.0833
H 4.893665 2.735609 2.630554 0.1076 0.0106 -0.1382
H 3.993270 2.785237 1.041776 0.1428 -0.2399 0.0643
H 4.618320 4.640839 0.094958 -0.2822 -0.1354 0.1321
H 5.811963 4.908998 1.345051 0.1969 0.7019 -0.1218
H 4.715394 7.136554 0.125919 -0.4722 -0.2806 -0.4150
H 4.647601 7.170417 1.790853 -0.4394 -0.1093 0.2334
H 2.392751 6.335395 -0.086533 -0.0675 -0.3891 0.0294
H 2.267120 7.163740 1.436010 -0.0981 -0.0407 -0.0753
H 2.103112 4.276390 1.042187 0.1066 -0.1721 0.1326
H 1.878987 5.112829 2.566535 0.0568 0.0866 0.0675
C -1.127693 0.421673 1.116347 1.7302 0.3464 -0.2976
F -1.900501 0.430534 2.174641 -0.4307 -0.3844 -0.2181
F -0.322305 -0.692449 1.127737 -0.1828 0.1048 0.5828
F -1.784199 0.335541 -0.023490 -0.6128 0.3087 0.1152
S 0.002978 1.927415 1.173442 0.9827 1.7655 -0.3909
O -0.702721 3.031390 0.524599 -0.6707 -0.6604 0.1101
O 0.279274 2.183402 2.573141 -0.0946 -0.8271 -0.1840
O 1.188672 1.563022 0.389458 -0.2176 -0.7807 0.1977
P -4.659913 0.210191 -3.243065 -3.7114 1.6500 -0.2039
F -5.774046 0.166683 -4.396080 0.5637 -0.7795 0.2934
F -3.762758 1.126250 -4.242916 1.2103 -0.8043 0.1147
F -5.336318 1.614035 -2.712052 0.1385 -0.1919 0.2380
F -3.592632 0.413562 -2.039897 1.2078 -0.5997 0.1803
F -5.648435 -0.612871 -2.228567 0.5520 0.0060 0.0111
F -4.002392 -1.201847 -3.672212 0.7367 0.5506 -0.2014
```
Forces are in eV/Å.

Atom charges from the Mulliken analysis, given in e for atoms 1 to 8: number 1, C, carries -0.46; number 2, C, carries 0.21; number 3, O, carries -0.41; number 4, N, carries -0.12; number 5, H, carries 0.37; number 6, H, carries 0.36; number 7, C, carries -0.76; number 8, H, carries 0.45